No. 1
DFT (ωB97M-V/def2-TZVPD) results for a molecular structure, C31H24N2O8S3Tc at a distorted geometry.

Element x y z (Å)
Tc 1.3402 0.9955 1.7049
O 1.0376 3.8551 3.6789
C 1.9805 3.4465 2.8605
O 2.6430 2.4305 3.0440
C 2.1841 4.3077 1.6353
O 2.1811 3.4411 0.5159
C 1.0550 3.6226 -0.3417
C -0.2581 3.2446 0.3372
O -1.2690 3.8558 0.0740
O -0.1981 2.2500 1.1869
H 0.8850 3.1739 4.3558
H 3.1676 4.7704 1.7002
H 1.4131 5.0755 1.5761
H 1.2091 2.9522 -1.1885
H 0.9962 4.6501 -0.6955
O 2.8285 0.2585 0.8805
C 3.1014 -0.9597 0.3547
C 4.4266 -1.2881 0.0987
C 4.7561 -2.5532 -0.3530
C 3.7651 -3.5112 -0.5176
C 2.4445 -3.1766 -0.2651
C 2.0863 -1.8978 0.1350
C 0.6342 -1.4997 0.2707
N 0.4310 -0.7270 1.4799
N -0.7376 -0.9135 2.1228
C -0.9301 0.0361 2.9986
O 0.0206 0.9014 3.2644
C -2.2822 0.2366 3.5574
C -3.1664 -0.8200 3.7508
C -4.4607 -0.5694 4.1758
C -4.8848 0.7346 4.3967
C -4.0076 1.7922 4.1962
C -2.7072 1.5462 3.7842
H 5.1805 -0.5284 0.2715
H 5.7919 -2.7953 -0.5595
H 4.0178 -4.5079 -0.8575
H 1.6754 -3.9275 -0.3958
H -0.0085 -2.3782 0.3097
H -2.8282 -1.8320 3.5579
H -5.1475 -1.3919 4.3318
H -5.8998 0.9262 4.7227
H -4.3407 2.8118 4.3470
H -2.0218 2.3593 3.5832
O 0.1399 -0.6075 -0.7656
C -0.1725 -1.0473 -2.1143
C -0.9804 -2.3430 -2.0672
C -2.3242 -2.3997 -1.8371
C -2.8410 -3.7210 -1.7671
C -1.8783 -4.6614 -1.9404
S -0.3451 -3.9486 -2.1911
C 1.0631 -1.0272 -3.0088
C 1.5685 -1.8954 -3.9283
C 2.7306 -1.3967 -4.5913
C 3.0764 -0.1552 -4.1701
S 2.0003 0.4273 -2.9752
C -1.1075 0.0421 -2.6210
C -1.8683 0.8931 -1.8837
C -2.6694 1.7552 -2.6913
C -2.4995 1.5268 -4.0181
S -1.3602 0.2761 -4.3100
H -2.9319 -1.5139 -1.7107
H -3.8861 -3.9493 -1.6095
H -1.9682 -5.7379 -1.9443
H 1.1374 -2.8556 -4.1641
H 3.2710 -1.9521 -5.3476
H 3.9019 0.4626 -4.4944
H -1.8577 0.9091 -0.8021
H -3.3332 2.5015 -2.2770
H -2.9697 2.0212 -4.8558

Properties
DFT total energy (eV): -86599.56156
Largest force on an atom (eV/A): 2.12
Total charge: 0
HOMO-LUMO gap (alpha / beta) (eV): 6.996 / 7.111
<S²>: 3.770
E_LUMO (alpha / beta) (hartree): -0.01842 / -0.03289
HOMO (alpha / beta) (eV): -7.50 / -8.01
2S+1: 4

***

No. 2
DFT (ωB97M-V/def2-TZVPD) results for a molecular structure, C31H24N5O4SSc at a distorted geometry.

Element x y z (Å)
Sc 0.0458 0.6286 -0.3612
C -3.8877 -0.2241 -2.3571
O -4.4474 -0.0064 -1.0807
C -4.0964 1.1582 -0.4224
C -5.1197 1.8178 0.2319
C -4.8755 2.9855 0.9449
C -3.5972 3.4901 0.9934
C -2.5291 2.8368 0.3645
C -1.2119 3.4123 0.4283
N -0.1720 2.7550 0.0458
N 1.0455 3.3756 0.0387
C 1.9526 2.6358 -0.5650
O 1.6806 1.5146 -1.1328
C 3.3304 3.1710 -0.6354
C 3.7096 4.2838 0.1121
C 4.9956 4.7808 0.0149
C 5.9166 4.1805 -0.8294
C 5.5483 3.0688 -1.5697
C 4.2656 2.5631 -1.4702
C -2.7497 1.6196 -0.3532
O -1.7741 0.9645 -0.9301
H -4.5088 -0.9910 -2.8225
H -2.8511 -0.5691 -2.2954
H -3.9149 0.6849 -2.9646
H -6.1091 1.3853 0.1880
H -5.6896 3.4847 1.4511
H -3.3912 4.3937 1.5520
H -1.1084 4.4476 0.7697
H 2.9813 4.7437 0.7606
H 5.2831 5.6418 0.6013
H 6.9188 4.5771 -0.9085
H 6.2630 2.5945 -2.2268
H 3.9642 1.6973 -2.0416
O 0.3562 0.2594 1.4637
C 0.8644 -0.6895 2.1846
C 0.5753 -0.7249 3.5668
C 1.1048 -1.6731 4.4038
C 1.9821 -2.6315 3.9040
C 2.2836 -2.6309 2.5619
C 1.7252 -1.7044 1.6712
C 2.0252 -1.7830 0.2590
N 1.4268 -1.1225 -0.7316
C 2.0516 -1.5027 -1.8889
C 3.0208 -2.4182 -1.6112
N 2.9921 -2.5907 -0.2557
H -0.0861 0.0460 3.9338
H 0.8437 -1.6749 5.4521
H 2.4153 -3.3729 4.5583
H 2.9646 -3.3848 2.1925
H 1.7735 -1.0761 -2.8364
H 3.7064 -2.9529 -2.2377
H 3.5993 -3.1944 0.2727
S -3.7396 -2.2317 0.9672
C -2.3215 -1.2488 0.9042
N -1.3988 -1.6022 0.0787
C -1.7385 -2.7623 -0.5720
C -0.9577 -3.4696 -1.4881
C -1.4549 -4.6357 -2.0311
C -2.7207 -5.1124 -1.6879
C -3.5053 -4.4381 -0.7756
C -3.0094 -3.2687 -0.2192
H -2.2486 -0.3875 1.5433
H 0.0214 -3.0974 -1.7514
H -0.8551 -5.1941 -2.7349
H -3.0855 -6.0252 -2.1340
H -4.4774 -4.8066 -0.4927

Properties
DFT total energy (eV): -79718.26271
Largest force on an atom (eV/A): 1.58
Total charge: 0
Energy relative to the best compared isomer or geometry (same formula, charge and spin) (kJ/mol): 70.67
HOMO-LUMO gap (eV): 7.886
E_LUMO (hartree): 0.01089
HOMO (eV): -7.59
2S+1: 1

***

No. 3
DFT (ωB97M-V/def2-TZVPD) results for a molecular structure, C31H25AuGeNOPSe2 at a distorted geometry.

Element x y z (Å)
Au -0.2212 0.3405 -0.6882
Se 2.1627 0.8998 -0.5745
P 1.6366 2.9683 -0.0770
Se -0.5402 2.8508 -0.0048
C 2.2111 4.1432 -1.3108
C 2.9460 3.7378 -2.4180
C 3.3812 4.6863 -3.3335
C 3.0760 6.0247 -3.1455
C 2.3361 6.4280 -2.0395
C 1.9066 5.4913 -1.1177
C 2.3321 3.4768 1.5022
C 1.6204 4.3316 2.3384
C 2.2019 4.7814 3.5137
C 3.4842 4.3742 3.8528
C 4.1901 3.5146 3.0214
C 3.6176 3.0645 1.8433
H 3.1697 2.6901 -2.5696
H 3.9565 4.3754 -4.1950
H 3.4142 6.7607 -3.8627
H 2.0976 7.4731 -1.8960
H 1.3382 5.8103 -0.2517
H 0.6097 4.6297 2.0864
H 1.6499 5.4432 4.1672
H 3.9342 4.7228 4.7727
H 5.1864 3.1926 3.2925
H 4.1679 2.3897 1.1985
O -3.3398 -0.4106 -2.8383
C -2.7225 -0.5421 -1.8766
N -2.0739 -0.6988 -0.8373
C -3.3234 -2.4274 4.1673
C -3.4260 -3.5823 3.4052
C -2.9831 -3.5844 2.0897
C -2.4371 -2.4320 1.5271
C -2.3363 -1.2770 2.3021
C -2.7801 -1.2747 3.6157
Ge -1.7771 -2.4763 -0.2866
C 0.1373 -2.5469 -0.4666
C 0.7715 -2.4901 -1.7126
C 2.1543 -2.5483 -1.7921
C 2.9089 -2.6645 -0.6309
C 2.2875 -2.7208 0.6100
C 0.9048 -2.6576 0.6957
C -2.8945 -3.5430 -1.4435
C -4.2773 -3.4763 -1.2604
C -5.1219 -4.2499 -2.0405
C -4.5905 -5.1016 -3.0016
C -3.2179 -5.1853 -3.1800
C -2.3707 -4.4096 -2.3995
H -3.6708 -2.4227 5.1920
H -3.8532 -4.4798 3.8322
H -3.0785 -4.4896 1.5001
H -1.9239 -0.3653 1.8824
H -2.7061 -0.3722 4.2082
H 0.1888 -2.3836 -2.6213
H 2.6436 -2.5039 -2.7562
H 3.9882 -2.7137 -0.6952
H 2.8806 -2.8110 1.5104
H 0.4220 -2.6890 1.6656
H -4.6991 -2.8221 -0.5051
H -6.1928 -4.1916 -1.8987
H -5.2511 -5.7052 -3.6099
H -2.8064 -5.8566 -3.9220
H -1.2987 -4.4954 -2.5339

Properties
DFT total energy (eV): -236276.32325
Largest force on an atom (eV/A): 1.70
Total charge: +1
Energy relative to the best compared isomer or geometry (same formula, charge and spin) (kJ/mol): 15.19
HOMO-LUMO gap (alpha / beta) (eV): 8.371 / 6.541
<S²>: 0.758
E_LUMO (alpha / beta) (hartree): -0.09100 / -0.18588
HOMO (alpha / beta) (eV): -10.85 / -11.60
2S+1: 2

***

No. 4
DFT (ωB97M-V/def2-TZVPD) results for a molecular structure, C31H25F15IrN5O2PSSb at a distorted geometry.

Element x y z (Å)
Ir 0.1745 0.8854 0.3673
C -1.8775 4.9001 0.7856
C -0.9720 3.7781 0.4224
N -0.8838 2.6826 1.1396
N -1.5650 2.6213 2.2494
C -1.2752 1.7213 3.1503
N -1.9975 1.6504 4.2549
S 0.1032 0.6880 2.9698
C -0.0648 3.8615 -0.6817
C -0.0193 4.9366 -1.5528
C 1.0374 5.0313 -2.4472
C 2.0044 4.0495 -2.4531
C 1.8358 2.9408 -1.6215
N 0.8365 2.8613 -0.7728
H -2.1849 4.8335 1.8217
H -2.7808 4.8329 0.1684
H -1.4107 5.8622 0.5902
H -2.7977 2.2532 4.3826
H -1.7706 0.9839 4.9751
H -0.8081 5.6759 -1.5502
H 1.1003 5.8661 -3.1322
H 2.8510 4.0884 -3.1215
H 2.5227 2.1057 -1.6736
O 2.0555 2.6065 1.5677
N 2.0619 1.3608 0.9689
C 3.1833 0.7547 0.8922
C 3.4913 -0.5985 0.4837
C 4.8602 -0.8809 0.3950
C 5.3182 -2.1654 0.1827
C 4.4054 -3.2030 0.0766
C 3.0437 -2.9365 0.1350
C 2.5696 -1.6437 0.3169
P 0.7503 -1.4784 0.3480
C 0.2333 -2.5639 -0.9830
C 0.3736 -2.1472 -2.3005
C 0.0555 -2.9987 -3.3445
C -0.4014 -4.2799 -3.0741
C -0.4761 -4.7229 -1.7593
C -0.1826 -3.8739 -0.7082
C 0.2788 -2.2104 1.9261
C -0.9618 -2.8175 2.1050
C -1.2862 -3.3838 3.3290
C -0.3930 -3.3133 4.3886
C 0.8356 -2.6871 4.2230
C 1.1689 -2.1289 3.0016
H 2.9454 2.8429 1.8688
H 4.0544 1.3102 1.2356
H 5.5759 -0.0733 0.5025
H 6.3802 -2.3623 0.1264
H 4.7473 -4.2225 -0.0457
H 2.3431 -3.7564 0.0453
H 0.7129 -1.1536 -2.5229
H 0.1343 -2.6363 -4.3605
H -0.7044 -4.9315 -3.8833
H -0.7554 -5.7469 -1.5453
H -0.2289 -4.2497 0.3022
H -1.6737 -2.8580 1.2953
H -2.2413 -3.8787 3.4481
H -0.6581 -3.7390 5.3480
H 1.5412 -2.6442 5.0430
H 2.1327 -1.6454 2.8783
F 0.2795 0.7741 -2.0496
Sb -0.1121 1.1808 -4.0699
F 1.0907 -0.2523 -4.3222
F 1.4822 2.2082 -4.1471
F -0.6572 1.6955 -5.7625
F -0.8766 2.7260 -3.2939
F -1.4416 -0.1142 -3.9494
F -2.8248 -1.2985 -2.2353
C -3.3533 -1.3672 -1.0261
F -2.9203 -2.5155 -0.4684
F -4.6763 -1.4347 -1.1280
C -2.8987 -0.1522 -0.1409
O -1.5223 -0.1999 0.0003
C -3.6357 -0.2729 1.2669
F -4.2883 -1.4197 1.4293
F -4.4888 0.7249 1.5067
F -2.7054 -0.2297 2.2442
C -3.3648 1.1557 -0.8561
F -2.6178 1.3734 -1.9261
F -4.6393 1.1395 -1.2102
F -3.1768 2.2252 -0.0389

Properties
DFT total energy (eV): -114346.31319
Largest force on an atom (eV/A): 2.55
Total charge: +2
Energy relative to the best compared isomer or geometry (same formula, charge and spin) (kJ/mol): 383.27
HOMO-LUMO gap (alpha / beta) (eV): 4.723 / 4.777
E_LUMO (alpha / beta) (hartree): -0.35259 / -0.35089
HOMO (alpha / beta) (eV): -14.32 / -14.33
2S+1: 1